This record from the OMol25 dataset describes the ion C4H9N2 with charge +1 at a distorted geometry. The level of theory is ωB97M-V/def2-TZVPD.

Each atom is followed by the atoms it is bonded to, with distances in Å.
Atoms and positions in Å:
1 H -2.8434 -1.5977 -0.7864  N2 1.048
2 N -1.8426 -1.3529 -0.5968  H1 1.048, C3 1.241
3 C -1.3516 -0.2589 -0.2757  N2 1.241, N4 1.566, C5 1.522
4 N -2.0945 1.0217 0.2349  C3 1.566, H8 1.051, H9 1.028, H10 1.134
5 C 0.1399 -0.0417 -0.0602  C3 1.522, C6 1.379, H11 1.062
6 C 1.2739 -0.7803 0.2030  C5 1.379, C7 1.534, H12 1.106
7 C 2.6588 -0.1245 0.1223  C6 1.534, H13 1.086, H14 1.115, H15 1.048
8 H -1.6269 1.8128 -0.2760  N4 1.051
9 H -2.1160 1.1129 1.2584  N4 1.028
10 H -3.1402 1.1449 -0.1871  N4 1.134
11 H 0.5646 0.8968 -0.3174  C5 1.062
12 H 1.2681 -1.8547 0.4644  C6 1.106
13 H 3.3637 -0.8844 -0.2007  C7 1.086
14 H 3.0488 0.3221 1.0667  C7 1.115
15 H 2.6973 0.5840 -0.6495  C7 1.048

Properties
HOMO energy   -13.808 eV
Relative energy (zero: lowest compared OMol25 entry of this formula, charge and spin)   70.6 kcal per mole
Total charge   +1
SMILES   [H]/N=C([NH3+])/C=C/C
Strongest force on any atom   4.49 eV Å⁻¹
Orbital gap   9.801 eV


This record from the OMol25 dataset describes the ion C4H9N2 with charge +1 at a distorted geometry. The level of theory is ωB97M-V/def2-TZVPD.

Each atom is followed by the atoms it is bonded to, with distances in Å.
Atoms and positions in Å:
1 N 2.1024 0.4394 0.1277  C2 1.548, H7 1.064, H8 0.966, H9 1.111
2 C 0.5685 0.2777 0.0007  N1 1.548, C3 1.381, C6 1.540
3 C -0.3687 1.2835 -0.1344  C2 1.381, N4 1.527, H10 1.054
4 N -1.8457 0.9200 -0.0044  C3 1.527, C5 1.498, H11 0.999
5 C -1.7794 -0.5721 0.1134  N4 1.498, C6 1.614, H12 1.076, H13 1.207
6 C -0.2320 -1.0301 0.1466  C2 1.540, C5 1.614, H14 1.152, H15 1.013
7 H 2.4397 -0.5653 0.0367  N1 1.064
8 H 2.3288 0.7375 1.0188  N1 0.966
9 H 2.5587 1.0742 -0.6613  N1 1.111
10 H -0.0665 2.2209 -0.5083  C3 1.054
11 H -2.4798 1.4147 -0.5969  N4 0.999
12 H -2.3549 -1.0232 -0.6759  C5 1.076
13 H -2.2260 -0.9910 1.1530  C5 1.207
14 H 0.1853 -1.5349 1.0943  C6 1.152
15 H 0.0583 -1.6091 -0.6325  C6 1.013

Properties
HOMO energy   -12.562 eV
Relative energy (zero: lowest compared OMol25 entry of this formula, charge and spin)   75.7 kcal per mole
Total charge   +1
SMILES   [NH3+]C1=CNCC1
Strongest force on any atom   6.32 eV Å⁻¹
Orbital gap   8.587 eV


This record from the OMol25 dataset describes the ion C4H9N2 with charge +1 at a distorted geometry. The level of theory is ωB97M-V/def2-TZVPD.

Each atom is followed by the atoms it is bonded to, with distances in Å.
Atoms and positions in Å:
1 C -2.1905 -0.9410 -0.2201  N2 1.303, H7 1.087, H8 1.076
2 N -2.4101 0.2473 0.2661  C1 1.303, C3 1.384, H9 1.018
3 C -1.2755 1.0147 0.0657  N2 1.384, N4 1.269, H10 1.085
4 N -0.3136 0.1972 -0.0669  C3 1.269, C5 1.412
5 C 1.0170 0.5239 -0.4100  N4 1.412, C6 1.524, H11 1.098, H12 1.099
6 C 1.9910 -0.3375 0.3846  C5 1.524, H13 1.085, H14 1.087, H15 1.087
7 H -2.7625 -1.7827 0.1625  C1 1.087
8 H -1.6081 -1.1102 -1.1090  C1 1.076
9 H -3.1708 0.4858 0.8989  N2 1.018
10 H -1.2763 2.0995 0.0745  C3 1.085
11 H 1.1378 0.3066 -1.4799  C5 1.098
12 H 1.2181 1.5974 -0.2897  C5 1.099
13 H 3.0125 -0.0771 0.1268  C6 1.085
14 H 1.8476 -0.1819 1.4509  C6 1.087
15 H 1.8362 -1.3913 0.1657  C6 1.087

Properties
HOMO energy   -14.970 eV
Relative energy (zero: lowest compared OMol25 entry of this formula, charge and spin)   69.2 kcal per mole
Total charge   +1
SMILES   C=[NH+]/C=N/CC
Strongest force on any atom   2.15 eV Å⁻¹
Orbital gap   9.344 eV


This record from the OMol25 dataset describes the ion C4H9N2 with charge +1 at a distorted geometry. The level of theory is ωB97M-V/def2-TZVPD.

Each atom is followed by the atoms it is bonded to, with distances in Å.
Atoms and positions in Å:
1 C 0.6679 0.6489 2.0728  N2 1.415, H7 1.006, H8 1.132, H9 1.057
2 N -0.4083 -0.1781 1.6727  C1 1.415, C3 1.270, H10 1.045
3 C -0.5672 -0.6663 0.5110  N2 1.270, N4 1.763, H11 1.046
4 N 0.5086 -0.2334 -0.8169  C3 1.763, C5 1.445, C6 1.436
5 C 0.5365 -1.1673 -1.9193  N4 1.445, C6 1.468, H12 1.052, H13 1.042
6 C -0.2969 0.0405 -1.9732  N4 1.436, C5 1.468, H14 1.096, H15 1.080
7 H 1.5591 0.2406 1.8482  C1 1.006
8 H 0.6489 1.5896 1.4441  C1 1.132
9 H 0.6515 0.7518 3.1247  C1 1.057
10 H -1.0954 -0.5580 2.3631  N2 1.045
11 H -1.4093 -1.1915 0.1797  C3 1.046
12 H -0.1224 -1.9818 -2.0106  C5 1.052
13 H 1.4006 -1.2920 -2.4882  C5 1.042
14 H 0.0853 0.8215 -2.6402  C6 1.096
15 H -1.3217 -0.2746 -1.8455  C6 1.080

Properties
HOMO energy   -14.647 eV
Relative energy (zero: lowest compared OMol25 entry of this formula, charge and spin)   105.8 kcal per mole
Total charge   +1
SMILES   C/[NH+]=C\N1CC1
Strongest force on any atom   5.90 eV Å⁻¹
Orbital gap   9.682 eV


This record from the OMol25 dataset describes the ion C4H9N2 with charge +1 at a distorted geometry. The level of theory is ωB97M-V/def2-TZVPD.

Each atom is followed by the atoms it is bonded to, with distances in Å.
Atoms and positions in Å:
1 C -1.6799 -1.2508 1.4491  N5 1.420, N6 1.290
2 C -0.0692 1.2366 -1.2196  C3 1.586, H7 1.091, H8 1.117, H9 1.218
3 C 0.0842 -0.1021 -0.3831  C2 1.586, C4 1.444, N5 1.407
4 C 1.2225 -0.8386 -0.8790  C3 1.444, H10 1.091, H11 1.053, H12 1.170
5 N -0.6483 -0.8437 0.5616  C1 1.420, C3 1.407, H13 1.027
6 N -1.9730 -0.6178 2.5347  C1 1.290, H14 0.967, H15 1.061
7 H -0.0694 0.8097 -2.2235  C2 1.091
8 H -0.9207 1.8936 -0.9161  C2 1.117
9 H 0.9581 1.8828 -1.1141  C2 1.218
10 H 0.9452 -1.3171 -1.8197  C4 1.091
11 H 1.6807 -1.5543 -0.2573  C4 1.053
12 H 2.1004 -0.1736 -1.2724  C4 1.170
13 H -0.2855 -1.7797 0.3458  N5 1.027
14 H -2.7286 -0.7191 3.1300  N6 0.967
15 H -1.4047 0.1332 3.0237  N6 1.061

Properties
HOMO energy (spin up / spin down)   -13.218 / -13.217 eV
Relative energy (zero: lowest compared OMol25 entry of this formula, charge and spin)   112.7 kcal per mole
Total charge   +1
Strongest force on any atom   4.90 eV Å⁻¹
Orbital gap (spin up / spin down)   8.059 / 8.058 eV


This record from the OMol25 dataset describes the ion C4H9N2 with charge +1 at a distorted geometry. The level of theory is ωB97M-V/def2-TZVPD.

Each atom is followed by the atoms it is bonded to, with distances in Å.
Atoms and positions in Å:
1 C -0.4160 -0.6602 0.9471  N5 1.439, N6 1.267
2 C -1.4348 1.6167 1.8064  N5 1.331, H7 1.194, H8 1.045
3 C 0.3409 0.4311 -1.0351  N6 1.466, H9 1.153, H10 1.121, H11 1.012
4 C 1.1885 -1.7251 -0.4609  N6 1.409, H12 1.058, H13 1.115, H14 1.049
5 N -1.3164 0.4303 1.2137  C1 1.439, C2 1.331, H15 1.090
6 N 0.3513 -0.6642 -0.0614  C1 1.267, C3 1.466, C4 1.409
7 H -0.4373 2.0334 2.3129  C2 1.194
8 H -2.3431 2.1101 1.9589  C2 1.045
9 H 1.3688 0.3758 -1.5538  C3 1.153
10 H 0.0709 1.4143 -0.5683  C3 1.121
11 H -0.3485 0.2779 -1.7595  C3 1.012
12 H 0.8470 -2.6662 -0.1193  C4 1.058
13 H 2.2880 -1.5930 -0.3302  C4 1.115
14 H 0.8651 -1.7790 -1.4572  C4 1.049
15 H -2.1885 0.1780 0.6110  N5 1.090

Properties
HOMO energy   -13.582 eV
Relative energy (zero: lowest compared OMol25 entry of this formula, charge and spin)   112.9 kcal per mole
Total charge   +1
Strongest force on any atom   5.95 eV Å⁻¹
Orbital gap   8.592 eV